--- i ---
Density functional theory data (wB97M-V/def2-TZVPD) for 11 unconnected molecules or ions with the total composition C54H141N11O16.

```
222
C54H141N11O16 | the Open Molecules 2025 dataset | wB97M-V/def2-TZVPD
C -4.93943 -3.42385 -20.70858
C -4.84355 -4.65260 -19.80395
C -6.21810 -5.04457 -19.27785
O -6.08248 -5.71410 -18.03767
C -7.25029 -6.38946 -17.66294
N -4.29976 -5.78793 -20.55984
H -4.91997 -2.49737 -20.13864
H -5.88698 -3.42861 -21.25513
H -4.09937 -3.44104 -21.40273
H -4.12325 -4.37121 -19.02461
H -6.81065 -5.57387 -20.02534
H -6.70454 -4.09312 -19.03181
H -7.03531 -7.16443 -16.92176
H -7.70139 -6.89094 -18.52197
H -7.97808 -5.73680 -17.16475
H -3.97885 -6.51103 -19.92848
H -3.54994 -5.53854 -21.18895
C -9.83476 2.51137 -15.83634
C -11.19546 1.92430 -16.14411
C -12.40006 2.83133 -15.88201
O -13.58380 2.06530 -15.93930
C -14.51998 2.56606 -16.91233
N -11.23184 1.36491 -17.51623
H -9.70221 2.57813 -14.75527
H -9.63471 3.49590 -16.27374
H -9.06357 1.86665 -16.25966
H -11.30493 1.04941 -15.49498
H -12.35147 3.68065 -16.57114
H -12.28501 3.23701 -14.86740
H -14.96911 3.53104 -16.67005
H -15.15821 1.68453 -16.95309
H -13.98682 2.70671 -17.85786
H -12.11625 0.85043 -17.50568
H -11.48197 2.07834 -18.20390
C -6.44675 3.37370 -20.40684
C -7.04305 2.63434 -19.21022
C -6.48432 3.09199 -17.87645
O -6.93786 4.39378 -17.59752
C -6.36947 5.03830 -16.48354
N -8.51890 2.64221 -19.23462
H -6.43754 4.44922 -20.23451
H -7.01168 3.08100 -21.28875
H -5.40819 3.04453 -20.47918
H -6.81563 1.56850 -19.29382
H -5.38479 3.07902 -17.80943
H -6.84521 2.42591 -17.07197
H -6.53870 4.47857 -15.55928
H -6.83183 6.02238 -16.44060
H -5.30109 5.19912 -16.67501
H -8.81406 2.29617 -18.32564
H -8.78221 3.62653 -19.24569
C -3.55962 -0.14359 -20.98332
C -2.22425 0.57033 -20.67583
C -1.84963 0.30947 -19.22478
O -2.91552 0.60477 -18.35874
C -2.60560 0.26895 -17.02956
N -1.15105 0.15001 -21.55335
H -4.05009 0.28831 -21.85711
H -4.22436 -0.00964 -20.13083
H -3.39415 -1.20776 -21.13609
H -2.42277 1.63949 -20.77824
H -0.94542 0.86211 -18.92206
H -1.45174 -0.71748 -19.12199
H -1.64532 0.65670 -16.67650
H -2.48455 -0.82717 -16.95669
H -3.45956 0.44304 -16.38158
H -1.08373 -0.85078 -21.64518
H -1.18210 0.64366 -22.42956
C -9.99769 -0.55231 -20.32997
C -8.67659 -1.17946 -19.95068
C -8.47617 -1.05575 -18.43078
O -7.24623 -1.67038 -18.06025
C -6.16092 -0.77799 -18.13758
N -8.63584 -2.61771 -20.26055
H -10.30083 -0.69157 -21.36572
H -9.98473 0.50743 -20.06358
H -10.76994 -0.98798 -19.68546
H -7.83130 -0.70804 -20.47318
H -9.33282 -1.52803 -17.94328
H -8.54982 -0.00246 -18.13748
H -6.04512 -0.40797 -19.15998
H -5.25214 -1.32730 -17.88274
H -6.22218 0.06749 -17.44173
H -8.30530 -2.80463 -21.20306
H -7.91216 -2.98563 -19.65594
C -10.37419 -5.76766 -18.95145
C -11.40954 -5.38500 -17.86275
C -10.90546 -5.76124 -16.46411
O -10.52097 -7.10568 -16.33913
C -9.61080 -7.35104 -15.27238
N -11.60539 -3.92023 -17.93521
H -9.81813 -6.63997 -18.59419
H -9.56097 -5.04504 -19.04098
H -10.85101 -5.97645 -19.90569
H -12.31991 -5.94420 -18.08353
H -11.67092 -5.48853 -15.72438
H -10.04384 -5.10628 -16.25252
H -8.69376 -6.75963 -15.32805
H -9.35227 -8.40537 -15.32014
H -10.17737 -7.09975 -14.36986
H -11.29361 -3.59437 -18.83856
H -11.06099 -3.44916 -17.22438
C -8.32137 -1.82590 -14.76527
O -8.07793 -1.02928 -13.62424
C -8.95198 -1.31717 -12.54883
C -8.41780 -0.58123 -11.33920
N -7.32861 -1.29711 -10.67090
C -6.70929 -0.52735 -9.59927
C -7.71379 -0.11249 -8.50613
O -8.46721 1.04023 -8.79962
C -7.76022 2.25999 -8.81602
H -7.74390 -1.38286 -15.57534
H -9.37676 -1.84831 -15.06258
H -7.98878 -2.85362 -14.59194
H -8.99602 -2.39419 -12.32158
H -9.99058 -1.07130 -12.80240
H -9.18435 -0.39013 -10.58993
H -8.12061 0.41052 -11.71755
H -6.62937 -1.49715 -11.37791
H -6.19006 0.38453 -9.92692
H -5.94605 -1.20006 -9.20407
H -7.25975 -0.02257 -7.50940
H -8.43955 -0.91644 -8.35529
H -8.50959 3.04252 -8.88637
H -7.10373 2.27464 -9.69616
H -7.09664 2.36464 -7.94869
C -4.96187 1.57871 -14.52047
O -4.81114 0.37026 -13.82690
C -3.89090 0.49745 -12.77417
C -3.38741 -0.86278 -12.32887
N -4.52055 -1.74442 -11.99635
C -4.15835 -3.15845 -12.00274
C -3.22308 -3.51740 -10.86183
O -1.89006 -3.17123 -11.14925
C -1.05334 -3.53818 -10.06565
H -5.78655 1.54417 -15.23576
H -4.03586 1.81066 -15.05240
H -5.23727 2.44728 -13.90670
H -4.32446 1.04298 -11.92471
H -2.98075 1.06747 -13.01395
H -2.79285 -0.74556 -11.41983
H -2.71176 -1.28973 -13.08132
H -5.23833 -1.48769 -12.66783
H -3.83338 -3.54589 -12.97400
H -5.11370 -3.65026 -11.77760
H -3.29987 -4.58597 -10.61397
H -3.65452 -3.03830 -9.96864
H -0.05844 -3.13721 -10.25066
H -0.98155 -4.62384 -9.95001
H -1.43291 -3.09868 -9.13760
C -12.20706 -4.03455 -26.33800
O -11.07812 -3.98974 -25.49315
C -11.41615 -3.70783 -24.14270
C -10.13476 -3.75031 -23.33730
N -8.91356 -3.15634 -23.85434
C -8.97142 -1.69514 -23.90651
C -7.74184 -1.17560 -24.63170
O -7.69242 -1.71780 -25.94127
C -6.40746 -1.96843 -26.49165
H -12.62504 -3.02162 -26.37531
H -12.92992 -4.77372 -25.97808
H -11.92491 -4.32644 -27.34754
H -12.26121 -4.32559 -23.81586
H -11.87218 -2.69755 -24.15707
H -9.89412 -4.81508 -23.22673
H -10.37169 -3.41136 -22.32394
H -8.85925 -3.46423 -24.82338
H -8.91189 -1.29017 -22.89691
H -9.83094 -1.35524 -24.49625
H -6.80450 -1.37020 -24.09716
H -7.79239 -0.08389 -24.74943
H -5.62529 -1.36551 -26.03033
H -6.49829 -1.68216 -27.54149
H -6.20027 -3.03942 -26.46733
C -18.99241 3.97779 -19.94898
O -18.40072 2.94645 -19.16966
C -18.57016 1.67047 -19.74079
C -17.33299 0.82178 -19.44395
N -16.10730 1.30980 -20.12733
C -14.98972 0.38124 -19.85383
C -13.83106 0.84769 -20.71606
O -13.29234 2.02602 -20.13695
C -12.23899 2.53439 -20.94508
H -18.91256 4.87239 -19.32136
H -20.07965 3.85302 -19.98047
H -18.49926 4.16265 -20.90006
H -18.58058 1.59561 -20.83208
H -19.41074 1.11105 -19.31986
H -17.52839 -0.14747 -19.92409
H -17.06871 0.54168 -18.41558
H -15.82345 2.15291 -19.63245
H -15.23990 -0.65917 -20.06122
H -14.68933 0.44350 -18.80017
H -14.12051 1.08456 -21.74279
H -13.13645 -0.00761 -20.75276
H -11.49779 1.74194 -21.07252
H -11.73762 3.32111 -20.37636
H -12.58501 2.98222 -21.87857
C -5.37630 -3.24517 -15.30871
O -4.29383 -4.13774 -15.46251
C -4.58959 -5.45533 -15.08332
C -3.43969 -6.45060 -15.34345
N -3.02807 -6.43974 -16.74966
C -2.10349 -5.37707 -17.15531
C -0.75423 -5.48645 -16.45498
O 0.14351 -4.50156 -16.91165
C 0.01425 -3.26108 -16.26320
H -6.15182 -3.52947 -16.02876
H -5.01153 -2.23617 -15.49621
H -5.77845 -3.26709 -14.28946
H -5.45921 -5.88368 -15.59760
H -4.84166 -5.44543 -14.01073
H -3.88199 -7.42557 -15.12314
H -2.63271 -6.30864 -14.62806
H -3.88716 -6.33621 -17.28160
H -2.55005 -4.39070 -16.98746
H -1.91424 -5.46465 -18.22853
H -0.33663 -6.47386 -16.65833
H -0.91104 -5.43997 -15.37136
H -0.91777 -2.71174 -16.40756
H 0.83406 -2.64325 -16.64379
H 0.27932 -3.39606 -15.20566
```

Calculated values
Net charge: 0
E_HOMO: -8.41 eV
HOMO-LUMO gap: 8.9 eV
Multiplicity: 1



--- ii ---
Density functional theory data (wB97M-V/def2-TZVPD) for 11 unconnected molecules or ions with the total composition C54H141N11O16.

```
222
C54H141N11O16 | the Open Molecules 2025 dataset | wB97M-V/def2-TZVPD
C -1.02297 -0.59341 -2.29937
C 0.40622 -0.77698 -1.78098
C 0.54440 -1.79349 -0.65466
O 0.28042 -1.21281 0.59746
C 0.63082 -2.04153 1.67697
N 1.17586 -1.19830 -2.96506
H -1.00183 -0.01863 -3.22408
H -1.64797 -0.06676 -1.57347
H -1.48358 -1.55699 -2.52860
H 0.73455 0.23101 -1.51317
H 1.62179 -2.02771 -0.65065
H 0.00585 -2.71482 -0.90919
H 1.56329 -2.57136 1.46224
H -0.14606 -2.80862 1.80555
H 0.67740 -1.53907 2.64243
H 0.78858 -2.08674 -3.29700
H 2.10085 -1.52819 -2.66233
C 0.33064 -4.80478 -6.00100
C -1.05751 -4.15651 -5.95262
C -1.14680 -3.14792 -4.79234
O -0.55471 -3.65598 -3.60473
C -1.21213 -4.79935 -3.10723
N -1.35404 -3.44627 -7.22038
H 1.09362 -4.03248 -6.12085
H 0.45229 -5.46433 -6.86450
H 0.52930 -5.43111 -5.13118
H -1.83079 -4.92518 -5.91339
H -2.15983 -2.79583 -4.56621
H -0.62040 -2.21960 -5.03203
H -2.24222 -4.88574 -3.47356
H -1.25362 -4.84080 -2.02162
H -0.78894 -5.73732 -3.48517
H -0.63808 -2.77400 -7.48557
H -1.27363 -4.17611 -7.92448
C -5.86303 -0.62222 -6.70717
C -4.36137 -0.83013 -6.73831
C -3.69340 -0.25512 -5.48959
O -3.83134 1.17324 -5.50949
C -3.55910 1.72335 -4.24626
N -4.08619 -2.25743 -6.86015
H -6.25243 0.38708 -6.62709
H -6.23325 -1.20037 -5.84722
H -6.32728 -1.20193 -7.51008
H -3.85072 -0.39589 -7.60085
H -2.61327 -0.43015 -5.58662
H -3.99402 -0.72546 -4.54737
H -3.24251 2.75880 -4.36318
H -2.73935 1.20007 -3.73917
H -4.38536 1.67093 -3.52594
H -3.09329 -2.52477 -6.85954
H -4.44402 -2.77352 -6.05321
C -0.16027 -2.85458 5.51465
C -1.38635 -3.59316 6.07208
C -1.50822 -5.02854 5.60206
O -1.43231 -5.15862 4.19642
C -1.43493 -6.51177 3.81585
N -1.47410 -3.52038 7.53984
H -0.08344 -3.07055 4.44509
H 0.78982 -3.23303 5.91249
H -0.14550 -1.78026 5.69463
H -2.24958 -3.02113 5.71829
H -2.48042 -5.37880 5.96811
H -0.74642 -5.63102 6.11240
H -2.47486 -6.85211 3.74977
H -0.90099 -7.20439 4.47623
H -0.94900 -6.63725 2.84643
H -1.77986 -2.57536 7.74133
H -0.53541 -3.60200 7.91956
C -1.15719 3.23517 -2.45910
C -0.16315 4.20281 -1.82850
C -0.14807 5.59003 -2.43082
O 0.13947 5.60157 -3.80803
C 0.12267 6.88783 -4.35935
N -0.53460 4.33232 -0.38661
H -0.86760 2.96894 -3.47465
H -2.16203 3.66026 -2.53631
H -1.26162 2.34400 -1.83710
H 0.82728 3.76096 -1.98768
H 0.56593 6.20782 -1.86653
H -1.14304 6.04856 -2.33729
H 0.09569 6.87554 -5.44829
H 0.98076 7.46813 -4.00762
H -0.82498 7.38246 -4.09647
H 0.23732 4.72274 0.13978
H -0.69616 3.35429 -0.17503
C 5.39331 5.72932 0.05822
C 5.29268 5.40328 -1.41911
C 4.06818 4.51426 -1.64858
O 4.38539 3.20971 -1.20276
C 3.38602 2.29930 -1.60733
N 5.17849 6.62437 -2.25233
H 4.80895 6.59942 0.36665
H 6.40739 5.94240 0.41542
H 5.07541 4.90772 0.70728
H 6.18656 4.94878 -1.84272
H 3.86519 4.47890 -2.72691
H 3.19294 4.87628 -1.09380
H 3.50075 2.06604 -2.66981
H 2.35769 2.63778 -1.44215
H 3.45847 1.37907 -1.02903
H 5.88541 7.29049 -1.96272
H 4.28993 7.10033 -2.13385
C 4.59807 -1.57486 -3.11121
O 3.86921 -2.56707 -2.42567
C 3.90689 -3.83194 -3.04483
C 2.79117 -4.72900 -2.51177
N 3.09032 -4.98742 -1.08145
C 1.93577 -5.65727 -0.47409
C 2.16332 -5.95014 1.00784
O 2.21237 -4.73883 1.72438
C 2.25649 -4.95070 3.10544
H 4.46304 -0.59829 -2.64226
H 4.19600 -1.48233 -4.12392
H 5.67668 -1.74104 -3.04644
H 4.88121 -4.31173 -2.93759
H 3.64403 -3.67177 -4.10134
H 2.64097 -5.66446 -3.04586
H 1.87074 -4.14030 -2.61414
H 3.14167 -4.08010 -0.62352
H 1.76037 -6.61343 -0.97577
H 1.01674 -5.07027 -0.61746
H 3.13221 -6.45859 1.04025
H 1.36226 -6.61782 1.33854
H 3.14742 -5.47258 3.48188
H 1.45609 -5.62455 3.44357
H 2.16545 -4.01963 3.66098
C -3.88596 -3.68004 -0.30171
O -4.60384 -4.08807 -1.43568
C -4.95546 -2.99561 -2.25354
C -5.91393 -3.34320 -3.38064
N -5.13692 -3.97755 -4.44218
C -5.98400 -4.66055 -5.42991
C -6.57539 -5.94980 -4.92961
O -5.64876 -6.74164 -4.22678
C -6.20758 -7.97908 -3.81727
H -4.42193 -2.91121 0.26853
H -2.94898 -3.19514 -0.61634
H -3.65489 -4.52025 0.34679
H -4.02831 -2.60563 -2.69887
H -5.37136 -2.18823 -1.63462
H -6.30394 -2.38330 -3.75284
H -6.88053 -3.77887 -3.09507
H -4.49590 -4.64131 -4.02262
H -5.40701 -4.83446 -6.34297
H -6.76426 -3.98687 -5.79091
H -6.91357 -6.51820 -5.80992
H -7.46074 -5.80243 -4.29470
H -6.99175 -7.72544 -3.09961
H -5.44961 -8.61252 -3.36494
H -6.58281 -8.51572 -4.69376
C 2.80337 0.76178 1.75142
O 4.10462 1.24353 1.50497
C 4.63961 1.90007 2.62388
C 5.97276 2.50493 2.24978
N 6.44166 3.48366 3.22472
C 7.79917 3.93690 2.88555
C 8.20876 5.13196 3.76113
O 9.49548 5.50206 3.36198
C 9.95034 6.68125 3.98140
H 2.40956 0.16427 0.93030
H 2.12957 1.63055 1.76428
H 2.68612 0.23300 2.69925
H 4.75271 1.27104 3.51496
H 3.97466 2.72666 2.91243
H 6.03092 2.99882 1.27603
H 6.69015 1.68081 2.07896
H 6.57490 2.99503 4.10744
H 7.93705 4.21621 1.83960
H 8.47496 3.08158 3.02072
H 8.14990 4.83618 4.81648
H 7.47439 5.92301 3.56355
H 10.99675 6.81011 3.71696
H 9.88959 6.62446 5.07628
H 9.33914 7.54585 3.69991
C -3.67312 0.95390 0.43734
O -4.03749 2.01606 -0.41464
C -4.22367 3.23982 0.25645
C -5.19337 4.07453 -0.59300
N -5.53868 5.39263 -0.00663
C -4.37678 6.28520 0.18886
C -3.80609 6.80196 -1.12100
O -4.77975 7.42789 -1.88984
C -4.28732 8.11010 -3.03297
H -4.44451 0.78614 1.19841
H -2.67765 1.04813 0.87975
H -3.72646 0.05726 -0.18489
H -3.29856 3.82592 0.17267
H -4.54189 3.18977 1.29949
H -6.12961 3.52720 -0.73628
H -4.82148 4.14650 -1.62359
H -6.02934 5.82455 -0.78784
H -3.59766 5.80008 0.76844
H -4.78372 7.18560 0.66012
H -3.37635 5.92543 -1.63483
H -2.95879 7.46622 -0.89344
H -3.90125 7.38427 -3.75144
H -3.49162 8.76190 -2.64996
H -5.04770 8.76109 -3.45296
C 3.21605 -1.04418 5.43635
O 2.35544 -0.45973 6.37671
C 2.68767 -0.61965 7.74571
C 1.52381 -0.22325 8.62911
N 1.72614 1.11062 9.23738
C 0.66552 1.43815 10.17078
C 0.92143 2.80252 10.83430
O -0.21405 3.24719 11.52327
C -0.14021 4.63218 11.88008
H 3.77500 -1.92669 5.77499
H 4.02274 -0.32522 5.24462
H 2.69553 -1.30376 4.51815
H 3.65768 -0.17669 7.98882
H 2.83826 -1.70573 7.85789
H 1.51626 -0.84664 9.52958
H 0.54975 -0.39378 8.15668
H 1.63662 1.76367 8.46130
H 0.51901 0.72177 10.98050
H -0.25551 1.54148 9.57807
H 1.16718 3.46253 9.99016
H 1.72553 2.73250 11.57684
H 0.69996 4.70259 12.58028
H -1.09445 4.88082 12.32783
H 0.10790 5.20601 10.98389
```

Calculated values
Net charge: 0
E_HOMO: -8.24 eV
HOMO-LUMO gap: 8.7 eV
Multiplicity: 1



Q: Which of them is the least stable? A: ii.